19
Properties=species:S:1:pos:R:3 method="wB97M-V/def2-TZVPD" homo_ev=-6.65 e_tot_ha=-974.646182 max_force_ha_per_bohr=0.09162 charge=0 spin_multiplicity=1 smiles="CS[P@]1(C)=CC=CC1" e_above_lowest_kj_mol=245.0 orbital_gap_ev=7.30
S 2.2604 -0.1567 -0.3289
P 0.2333 0.4995 0.2031
C 2.0813 -1.9401 0.2221
C -1.0079 0.2475 -1.2480
C -0.8132 -0.1985 1.3361
C -1.9239 -0.7697 0.7598
C 0.7353 2.5055 0.5293
C -2.1030 -0.6010 -0.5428
H -0.1132 3.0933 1.0047
H 2.9769 -1.9800 0.8353
H -3.0095 -0.9971 -1.0387
H -0.3102 -0.1921 -2.0115
H 1.6482 2.3539 1.1952
H 0.8261 3.0089 -0.4016
H -2.7747 -1.1154 1.3420
H -1.6477 1.0928 -1.5588
H 2.1351 -2.7698 -0.5889
H -0.6126 -0.2987 2.4362
H 1.1720 -2.0428 0.8239

18
Properties=species:S:1:pos:R:3 method="wB97M-V/def2-TZVPD" homo_ev="-9.39 / -9.50" e_tot_ha=-235.611392 max_force_ha_per_bohr=0.00843 charge=0 spin_multiplicity=1 e_above_lowest_kj_mol=543.0 orbital_gap_ev="8.66 / 8.78"
C -1.1010 0.6594 1.0716
C 0.1531 2.3135 -1.2601
C -1.2484 -0.7151 0.4255
C 0.0811 -1.4869 0.3723
C 2.0888 -0.1320 -0.3019
C 1.0448 -0.8943 -0.6186
H -1.6501 -0.6131 -0.5925
H -0.3251 1.2687 0.5802
H 2.7389 0.2994 -1.0583
H 2.3340 0.0889 0.7356
H -0.9615 2.3010 -1.3031
H -2.0385 1.2244 1.0425
H 0.4151 1.5383 -2.0139
H 0.5353 -1.4882 1.3721
H -1.9821 -1.3046 0.9894
H 0.8304 -1.0911 -1.6716
H -0.1176 -2.5338 0.1098
H -0.7973 0.5655 2.1213

18
Properties=species:S:1:pos:R:3 method="wB97M-V/def2-TZVPD" homo_ev=-9.28 e_tot_ha=-235.733688 max_force_ha_per_bohr=0.02324 charge=0 spin_multiplicity=1 smiles="C=CC.C=CC" e_above_lowest_kj_mol=221.9 orbital_gap_ev=10.51
C 0.7968 1.9298 -0.1133
C -1.0698 1.2234 1.3638
C 0.7929 -0.9317 -1.5373
C -0.3593 -2.2250 0.2238
C 0.2861 1.0673 0.7594
C -0.3675 -1.2320 -0.6547
H 0.5655 -2.6642 0.5937
H -1.7299 1.8988 0.8165
H 0.9428 0.1487 -1.5912
H -0.9188 1.6685 2.3500
H -1.3184 -0.7944 -0.9620
H 0.5567 -1.3562 -2.5266
H -1.2893 -2.6805 0.5291
H 1.8662 2.0469 -0.2512
H 0.1732 2.6747 -0.5984
H 1.7088 -1.4118 -1.1739
H -1.5840 0.2814 1.5187
H 0.9481 0.3563 1.2538

18
Properties=species:S:1:pos:R:3 method="wB97M-V/def2-TZVPD" homo_ev=-9.48 e_tot_ha=-235.715154 max_force_ha_per_bohr=0.04341 charge=0 spin_multiplicity=1 smiles="C=CC.C=CC" e_above_lowest_kj_mol=270.6 orbital_gap_ev=10.51
C -2.7049 -0.5642 0.8875
C -2.3954 0.6623 0.4488
C 2.0695 -0.5332 -0.7449
C 3.1039 -0.3377 0.0640
C 2.1844 -0.9951 -2.1845
C -2.2869 1.7290 1.5679
H -1.6068 1.3337 2.3112
H 2.6868 -0.3290 -2.8952
H 2.4746 -2.0429 -2.2330
H -3.3254 1.8078 1.8889
H 4.0783 -0.1471 -0.3693
H 1.0704 -0.6418 -0.3251
H 2.9530 -0.5625 1.1118
H -2.5984 -1.4417 0.2530
H -2.2615 0.8285 -0.6096
H -2.6266 -0.8429 1.9349
H 1.2027 -0.9840 -2.6820
H -1.9830 2.6940 1.1700

18
Properties=species:S:1:pos:R:3 method="wB97M-V/def2-TZVPD" homo_ev=-9.40 e_tot_ha=-235.746135 max_force_ha_per_bohr=0.00526 charge=0 spin_multiplicity=1 smiles="C=CC.C=CC" e_above_lowest_kj_mol=189.3 orbital_gap_ev=10.62
C -1.5515 0.7652 0.5010
C -1.1269 0.1521 1.6025
C 0.9228 0.8100 -1.3999
C -0.6873 -1.2879 1.6799
C 1.5889 0.0550 -0.2930
C 0.4474 0.2486 -2.5069
H -1.5505 -1.9597 1.7197
H 0.8694 1.8929 -1.2802
H 0.0528 0.8420 -3.3255
H -0.0941 -1.5818 0.8103
H -0.0789 -1.4711 2.5713
H -1.8592 1.8076 0.5130
H 1.4542 -1.0241 -0.4217
H 2.6635 0.2632 -0.2900
H 0.4515 -0.8328 -2.6352
H -1.5880 0.2613 -0.4606
H 1.1845 0.3428 0.6818
H -1.0985 0.7167 2.5337

18
Properties=species:S:1:pos:R:3 method="wB97M-V/def2-TZVPD" homo_ev=-8.69 e_tot_ha=-235.713801 max_force_ha_per_bohr=0.02867 charge=0 spin_multiplicity=1 smiles=CC[C@H]1C[C@@H]1C e_above_lowest_kj_mol=274.2 orbital_gap_ev=9.83
C -0.0109 -1.4084 -1.1550
C -0.8051 -0.5989 -0.1581
C -1.3532 0.7426 0.2656
C -0.5977 1.9025 -0.3525
C 1.6179 -0.7701 1.0498
C 0.7791 -0.5852 -0.2045
H -2.4432 0.8574 0.2160
H -1.1934 2.8133 -0.3820
H 0.0870 -1.2628 -2.2245
H 1.2516 0.2086 -0.8072
H 0.3276 2.0951 0.2008
H -0.3097 1.6265 -1.3709
H -1.4389 -1.3480 0.3498
H 2.3453 0.0565 1.1338
H -0.1241 -2.4325 -0.8236
H 0.9458 -0.6485 1.9056
H 2.1683 -1.7107 1.1444
H -1.1344 0.6913 1.3496

18
Properties=species:S:1:pos:R:3 method="wB97M-V/def2-TZVPD" homo_ev=-9.89 e_tot_ha=-235.713658 max_force_ha_per_bohr=0.07402 charge=0 spin_multiplicity=1 smiles=CC[C@H]1C[C@H]1C e_above_lowest_kj_mol=274.5 orbital_gap_ev=11.10
C 0.1907 -0.9154 -0.3158
C 1.2982 -0.2055 0.4365
C 1.8330 0.9764 -0.3706
C -1.2192 -0.3476 -0.2148
C -1.6173 0.9562 0.7922
C -0.8895 -1.6820 0.4148
H -2.0152 1.8750 0.2744
H 2.6087 1.5236 0.1746
H 2.2659 0.6304 -1.3168
H 0.5714 -1.3886 -1.2343
H -0.7355 1.2675 1.3294
H -1.1759 -2.6805 0.0624
H 1.0263 1.6774 -0.6174
H -1.9575 0.1913 -0.7410
H 0.9150 0.1364 1.4048
H 2.1145 -0.9025 0.6645
H -2.4315 0.6505 1.4672
H -0.8617 -1.6178 1.5008

18
Properties=species:S:1:pos:R:3 method="wB97M-V/def2-TZVPD" homo_ev=-9.36 e_tot_ha=-235.745626 max_force_ha_per_bohr=0.00461 charge=0 spin_multiplicity=1 smiles="C=CCC.C=C" e_above_lowest_kj_mol=190.6 orbital_gap_ev=10.59
C -1.3876 1.2259 -0.7761
C 1.8508 0.7783 1.6347
C -1.2143 -1.2755 -0.6766
C -0.9985 0.0716 -1.3080
C 1.2501 1.7921 1.0230
C 0.1099 -1.9173 -0.2508
H -1.1761 2.1805 -1.2508
H 0.3799 2.2842 1.4476
H -1.7313 -1.9377 -1.3840
H 1.5958 2.1698 0.0645
H 0.6745 -1.2302 0.3865
H -0.4434 0.0802 -2.2480
H 0.7346 -2.1507 -1.1202
H -1.8741 -1.1661 0.1931
H 1.4913 0.3896 2.5839
H -1.9263 1.2579 0.1692
H -0.0577 -2.8448 0.3060
H 2.7223 0.2921 1.2059

18
Properties=species:S:1:pos:R:3 method="wB97M-V/def2-TZVPD" homo_ev=-9.09 e_tot_ha=-235.735869 max_force_ha_per_bohr=0.06741 charge=0 spin_multiplicity=1 smiles="C=CCC(C)C" e_above_lowest_kj_mol=216.2 orbital_gap_ev=10.29
C -0.1741 -0.8759 -1.5028
C 0.4715 -0.5853 1.4065
C -0.1158 -1.2102 2.5131
C -0.1938 1.6671 -1.6242
C -0.1771 0.4819 0.5387
C 0.2769 0.4055 -0.8684
H -1.1779 -0.8927 2.8918
H 0.1911 -0.9721 -2.5353
H -1.2693 -0.8138 -1.5976
H 1.3672 0.4293 -0.8719
H 0.2253 -1.7892 -0.9326
H 0.3473 1.3503 1.0584
H -1.3171 0.6047 0.6737
H 0.2538 2.5862 -1.1491
H 0.5161 -2.1591 2.8211
H -1.2838 1.6326 -1.5375
H 0.0053 1.6297 -2.6520
H 1.6161 -0.9042 1.0536

18
Properties=species:S:1:pos:R:3 method="wB97M-V/def2-TZVPD" homo_ev=-8.36 e_tot_ha=-235.653938 max_force_ha_per_bohr=0.00562 charge=0 spin_multiplicity=1 e_above_lowest_kj_mol=431.3 orbital_gap_ev=8.58
C 0.9518 0.1458 0.0441
C -0.5989 -1.6789 0.1893
C 1.3720 1.6004 -0.0601
C 0.0212 -1.7037 -1.1899
C -1.5468 0.6909 0.0268
C -0.4437 -0.1918 0.6061
H 1.3482 2.0962 0.9164
H -2.5265 0.3848 0.4110
H -0.1258 -2.3235 0.9447
H 0.9153 -0.2326 -1.0136
H 2.3916 1.6662 -0.4540
H 1.7046 -0.4421 0.5838
H 0.7153 2.1482 -0.7433
H 0.9767 -2.2668 -1.1277
H -1.6584 -1.9544 0.1076
H -1.5698 0.6139 -1.0652
H -1.3987 1.7421 0.3007
H -0.4592 -0.0976 1.7012